DFT (ωB97M-V/def2-TZVPD) results for a cluster of 16 separate species, C64H176N16O16 in total in a non-equilibrium geometry.

Structure (XYZ):
```
272
Properties=species:S:1:pos:R:3:forces:R:3:mulliken_charge:R:1
C 0.791 -3.759 -5.272 0.094 -0.276 -0.418 -0.486
C 0.569 -4.471 -6.638 0.274 -0.415 0.283 1.286
C 1.059 -3.643 -7.799 -0.391 0.858 0.168 -1.049
O 0.234 -2.484 -7.815 0.472 -0.459 -1.067 -0.013
C 0.732 -1.598 -8.822 -1.770 0.605 1.273 -0.934
N 1.179 -5.798 -6.817 0.139 0.089 0.158 -0.701
H 1.851 -3.788 -5.005 -0.005 -0.046 0.028 0.392
H 0.213 -4.235 -4.479 0.078 -0.181 0.009 -0.016
H 0.486 -2.708 -5.281 0.078 -0.160 -0.244 -0.344
H -0.515 -4.562 -6.794 0.191 -0.205 -0.003 -0.410
H 1.012 -4.178 -8.756 -0.261 -0.114 0.194 0.334
H 2.084 -3.275 -7.705 0.393 -0.329 0.351 0.454
H -0.037 -0.821 -8.770 0.475 0.468 -0.344 0.196
H 0.681 -2.009 -9.833 0.512 -0.245 0.147 0.303
H 1.687 -1.222 -8.454 0.272 0.093 -0.682 0.413
H 0.791 -6.550 -6.267 -0.162 0.202 0.196 0.238
H 2.186 -5.790 -6.664 -0.274 0.128 0.043 0.257
C 1.917 -8.942 3.993 -0.352 -0.086 -0.838 -1.613
C 2.056 -7.442 3.810 1.019 0.187 1.416 0.495
C 2.934 -7.145 2.625 -0.770 0.731 -0.738 -0.932
O 3.154 -5.718 2.550 0.009 -1.487 0.831 0.101
C 4.120 -5.412 1.619 0.569 1.427 -1.464 -0.589
N 0.799 -6.716 3.837 -0.325 -0.478 -0.692 -0.579
H 2.894 -9.418 3.976 0.193 -0.021 0.340 0.408
H 1.410 -9.363 3.117 -0.261 -0.026 0.144 0.339
H 1.365 -9.215 4.890 0.052 0.090 -0.009 0.366
H 2.654 -7.075 4.671 -0.359 -0.065 -0.150 0.203
H 2.410 -7.435 1.707 -0.031 -0.113 -0.197 0.218
H 3.852 -7.727 2.665 0.436 0.233 0.138 0.491
H 3.853 -5.712 0.595 -0.191 -0.311 0.063 0.346
H 5.132 -5.810 1.791 -0.212 -0.099 0.434 0.400
H 4.181 -4.311 1.561 0.116 -0.426 0.276 -0.170
H 0.253 -6.983 3.005 0.178 0.043 0.416 0.346
H 1.034 -5.754 3.642 -0.088 0.358 0.114 0.216
C -5.660 1.821 1.203 -0.144 -0.064 0.414 -1.102
C -4.813 0.550 1.215 -1.488 0.277 0.282 1.423
C -4.483 0.264 -0.222 1.141 -0.850 -0.312 -1.182
O -3.667 -0.899 -0.238 -0.135 -0.029 0.573 -0.087
C -3.303 -1.269 -1.524 -0.160 -0.252 -0.930 -0.737
N -3.714 0.686 2.154 -0.029 -0.125 -0.317 3.851
H -6.071 2.026 2.196 0.057 0.008 -0.155 -0.229
H -6.492 1.723 0.503 0.008 0.024 0.043 0.631
H -5.048 2.674 0.902 -0.016 0.005 0.021 -0.017
H -5.434 -0.303 1.565 0.210 0.418 -0.126 -0.372
H -3.906 1.089 -0.688 -0.296 -0.021 0.074 -0.151
H -5.375 0.035 -0.818 -0.128 0.391 0.098 0.783
H -2.858 -0.408 -2.042 0.347 -0.271 -0.087 0.005
H -4.144 -1.601 -2.154 -0.173 0.147 0.246 0.519
H -2.645 -2.138 -1.471 0.320 0.293 0.010 0.159
H -3.107 -0.117 2.029 0.133 0.080 0.072 -1.313
H -3.214 1.557 1.977 0.044 -0.163 -0.150 -1.738
C 7.023 -2.442 -2.066 -0.530 -1.294 -0.404 -1.468
C 6.553 -1.041 -2.002 2.386 1.883 -0.278 0.453
C 5.087 -0.881 -2.028 -0.768 0.052 0.292 -0.214
O 4.739 0.473 -1.815 0.426 -0.657 -0.930 -0.183
C 3.370 0.735 -1.958 -0.419 0.504 1.074 1.043
N 7.293 -0.350 -0.913 -0.481 -0.382 -0.192 -0.625
H 8.109 -2.488 -2.189 -0.244 -0.010 0.389 0.371
H 6.587 -2.916 -2.958 0.010 -0.161 0.231 0.389
H 6.655 -2.963 -1.176 0.442 -0.259 -0.066 0.162
H 6.897 -0.603 -2.942 0.188 0.440 0.032 0.373
H 4.648 -1.497 -1.236 -0.379 -0.151 -0.015 0.062
H 4.774 -1.217 -3.023 -0.478 -0.099 0.107 0.163
H 2.851 0.655 -2.925 0.906 0.012 -0.314 -0.835
H 3.351 1.761 -1.592 -0.846 0.112 -0.162 -0.495
H 2.776 0.101 -1.292 0.090 0.022 0.101 0.288
H 6.816 -0.554 -0.030 0.316 0.319 -0.257 0.052
H 7.409 0.645 -1.090 -0.464 -0.318 0.228 0.319
C 2.209 -0.034 -5.719 -1.037 -0.270 0.835 -0.988
C 2.611 1.373 -6.044 0.681 0.616 0.061 0.921
C 2.857 1.428 -7.521 0.370 0.322 -0.539 -0.826
O 3.854 0.464 -7.877 -1.594 0.243 0.560 -0.337
C 3.985 0.617 -9.238 2.152 0.153 -1.071 -0.795
N 1.696 2.449 -5.657 -0.567 -0.275 0.177 -0.262
H 3.050 -0.700 -5.854 0.047 -0.213 -0.146 0.850
H 1.348 -0.374 -6.295 0.034 -0.020 -0.296 -0.317
H 1.876 -0.099 -4.688 0.075 -0.084 0.388 -0.032
H 3.593 1.500 -5.578 0.036 0.310 0.082 0.192
H 3.214 2.412 -7.847 0.078 0.152 0.308 0.459
H 1.972 1.257 -8.159 -0.222 -0.148 0.574 0.269
H 3.147 0.346 -9.902 -0.107 0.008 0.553 0.252
H 4.867 0.043 -9.497 0.006 -0.377 -0.472 0.281
H 4.289 1.660 -9.400 -0.308 0.054 -0.586 0.366
H 0.859 2.066 -5.234 -0.315 0.040 -0.261 -0.582
H 2.022 3.188 -5.038 0.486 -0.534 -0.313 0.240
C 0.733 4.939 -3.354 -1.430 1.181 -0.200 -1.402
C 1.864 4.590 -2.490 0.591 -1.434 2.052 1.542
C 2.630 5.790 -2.070 0.134 0.999 -0.073 -0.871
O 3.336 6.303 -3.166 -0.003 0.117 -0.566 -0.394
C 4.100 7.400 -2.800 0.802 0.863 -0.504 -0.750
N 1.445 4.017 -1.161 -0.106 0.510 -1.269 0.662
H 0.017 4.136 -3.506 0.318 -0.484 -0.533 -0.217
H 1.124 5.405 -4.275 -0.501 -0.397 0.129 0.451
H 0.108 5.679 -2.829 0.233 0.185 -0.141 0.534
H 2.536 3.929 -3.064 0.085 -0.115 0.301 -0.031
H 3.305 5.574 -1.245 0.288 -0.247 0.100 0.296
H 1.934 6.556 -1.700 -0.122 -0.043 0.062 0.361
H 3.539 8.268 -2.439 -0.387 -0.290 0.476 0.294
H 4.616 7.818 -3.664 0.035 -0.408 -0.324 0.310
H 4.876 7.110 -2.095 0.055 0.076 0.431 0.263
H 2.277 3.704 -0.657 -0.533 -0.143 -0.226 -0.578
H 0.764 3.279 -1.281 0.313 -0.323 0.066 -0.715
C 1.991 5.689 1.792 0.063 0.628 0.565 -1.546
C 2.240 4.245 2.114 -0.132 -1.238 0.038 1.631
C 3.655 3.855 1.802 0.402 -0.025 0.314 -0.765
O 3.823 3.853 0.436 1.167 -0.308 -1.892 -0.018
C 5.196 3.601 0.109 -0.395 -0.341 0.326 -0.951
N 2.036 3.661 3.447 -0.748 1.633 1.326 0.167
H 2.520 6.307 2.518 0.180 0.263 -0.102 0.567
H 0.940 5.977 1.845 -0.064 -0.157 -0.083 0.177
H 2.361 5.871 0.775 -0.165 0.109 0.328 0.022
H 1.557 3.682 1.473 0.272 -0.219 -0.215 -1.372
H 3.833 2.846 2.195 0.178 0.121 0.151 0.210
H 4.402 4.575 2.223 -0.500 -0.346 0.279 0.490
H 5.363 3.514 -0.966 -0.363 0.492 0.025 0.247
H 5.492 2.617 0.500 0.062 0.236 0.232 0.134
H 5.773 4.406 0.580 0.339 -0.228 -0.312 0.402
H 2.709 4.079 4.118 -0.277 -0.322 -0.550 0.289
H 1.136 4.011 3.812 0.159 -0.307 -0.127 -0.102
C -3.624 3.549 4.257 0.506 0.139 -0.519 -1.922
C -2.161 3.617 3.760 0.540 0.524 0.744 3.237
C -1.992 4.250 2.385 -0.310 -0.585 0.315 -0.818
O -2.642 3.465 1.411 -0.425 0.559 -0.748 -0.355
C -2.487 4.080 0.131 0.277 -1.032 -0.365 -0.778
N -1.192 4.381 4.611 -0.469 0.216 -0.290 -0.291
H -3.993 4.554 4.459 -0.053 0.085 0.164 0.467
H -3.723 2.915 5.136 0.116 0.121 0.208 0.363
H -4.276 3.106 3.500 0.130 0.038 -0.087 0.122
H -1.767 2.596 3.735 -0.029 0.003 -0.239 -1.609
H -0.938 4.265 2.096 0.168 0.422 0.345 -0.319
H -2.432 5.261 2.436 0.253 -0.020 -0.256 0.667
H -1.430 4.101 -0.164 0.094 0.272 0.229 0.183
H -2.911 5.080 0.071 -0.093 0.145 0.218 0.461
H -2.959 3.441 -0.619 -0.265 0.036 0.208 -0.055
H -1.086 4.004 5.542 -0.098 -0.190 0.168 0.201
H -1.433 5.375 4.720 -0.158 -0.618 -0.210 0.343
C 0.586 -3.252 2.545 0.399 -0.482 1.204 -0.442
C -0.299 -3.369 1.373 -1.203 1.429 -2.086 1.926
C -0.915 -4.739 1.130 -0.754 0.291 0.655 -1.382
O -0.019 -5.770 0.960 1.489 -0.854 -0.714 -0.186
C 0.589 -5.798 -0.348 -0.322 -0.886 1.411 -0.867
N -1.505 -2.475 1.523 0.819 -0.733 0.123 0.774
H 1.432 -3.947 2.484 -0.082 0.113 -0.084 -0.489
H 0.006 -3.489 3.431 -0.055 -0.092 0.441 0.349
H 0.969 -2.245 2.679 0.032 0.192 -0.132 -0.083
H 0.375 -3.102 0.495 -0.951 -0.130 0.352 -0.250
H -1.612 -4.737 0.284 -0.029 0.414 -0.271 0.473
H -1.548 -4.992 1.993 0.273 0.070 0.044 0.063
H 1.319 -5.018 -0.500 -0.245 0.877 -0.237 0.279
H -0.232 -5.868 -1.063 0.358 0.259 -0.460 0.328
H 1.211 -6.690 -0.367 -0.302 -0.391 -0.105 0.330
H -2.191 -2.597 0.791 0.114 -0.010 -0.144 0.092
H -1.296 -1.487 1.625 0.453 -0.140 -0.030 -1.386
C -3.082 2.044 -7.482 0.499 0.478 0.281 -1.611
C -1.893 2.503 -6.604 -0.233 -0.622 -0.222 0.271
C -2.271 3.702 -5.770 0.344 0.148 -0.326 -0.228
O -3.203 3.246 -4.808 -0.462 1.842 0.387 -0.370
C -3.523 4.327 -3.927 -0.135 -1.429 1.561 -0.712
N -1.425 1.470 -5.673 0.162 -0.014 0.133 0.196
H -2.796 1.240 -8.144 0.167 -0.363 -0.121 0.308
H -3.434 2.858 -8.111 -0.072 0.188 -0.088 0.503
H -3.903 1.716 -6.857 -0.179 -0.113 0.152 0.299
H -1.061 2.818 -7.236 0.088 -0.101 -0.118 0.358
H -2.684 4.508 -6.407 -0.108 -0.287 0.219 0.498
H -1.373 4.121 -5.284 -0.209 -0.200 0.039 -0.059
H -4.203 3.926 -3.164 -0.021 -0.134 -0.237 0.239
H -4.031 5.198 -4.312 0.068 0.202 -0.925 0.362
H -2.646 4.631 -3.344 0.222 0.194 -0.348 0.153
H -2.111 1.403 -4.923 0.124 -0.080 -0.180 0.074
H -1.371 0.528 -6.067 -0.202 0.403 -0.065 -0.236
C 2.153 0.574 6.382 0.660 -0.976 -0.132 -1.854
C 0.859 1.323 6.431 0.376 0.265 0.320 0.496
C 1.178 2.643 7.102 -0.122 -0.158 -0.382 -0.712
O -0.050 3.278 7.315 0.488 0.664 0.080 -0.338
C 0.137 4.464 8.021 -0.814 1.232 0.439 -0.956
N 0.341 1.496 5.093 0.305 -0.451 -0.464 0.376
H 2.559 0.376 7.380 -0.105 0.072 -0.100 0.543
H 2.907 1.149 5.825 -0.135 -0.107 0.034 0.357
H 2.025 -0.388 5.880 0.059 0.044 -0.042 0.312
H 0.085 0.816 7.021 0.228 -0.022 -0.020 0.411
H 1.852 3.256 6.481 -0.237 0.012 -0.326 0.060
H 1.735 2.540 8.029 -0.115 -0.346 0.565 0.624
H -0.848 4.926 8.048 -0.054 0.159 0.328 0.281
H 0.809 5.232 7.598 0.063 -0.590 -0.524 0.340
H 0.497 4.319 9.043 -0.090 -0.341 0.110 0.377
H 1.045 1.946 4.497 -0.454 0.109 0.207 -0.104
H -0.509 2.032 5.123 0.017 0.247 -0.083 -0.569
C -3.373 -2.149 -7.546 0.458 -0.051 -0.338 -1.234
C -3.260 -2.164 -6.030 0.149 -0.024 -0.428 0.467
C -3.376 -3.598 -5.582 0.361 -0.082 0.034 -0.436
O -3.343 -3.600 -4.196 0.284 -1.599 1.676 -0.126
C -3.025 -4.935 -3.671 -0.927 1.905 0.384 -0.656
N -1.994 -1.545 -5.628 0.499 -0.327 -0.749 0.419
H -3.285 -1.143 -7.969 -0.362 -0.102 0.175 0.131
H -4.287 -2.660 -7.866 0.050 0.355 -0.049 0.473
H -2.530 -2.706 -7.980 -0.078 -0.036 0.116 0.198
H -4.111 -1.623 -5.606 0.118 0.147 0.159 0.207
H -2.513 -4.200 -5.889 0.008 0.104 -0.723 -0.060
H -4.294 -4.049 -5.964 -0.176 -0.186 -0.075 0.440
H -2.004 -5.239 -3.925 -0.175 -0.016 -0.133 0.265
H -3.791 -5.644 -3.979 0.176 -0.220 -0.325 0.359
H -3.146 -4.808 -2.592 0.321 -0.197 -0.060 0.094
H -1.263 -1.978 -6.219 -0.330 0.414 0.483 -0.482
H -1.736 -1.710 -4.657 -0.379 -0.185 -0.157 0.065
C -7.709 -0.197 4.130 0.290 -0.752 0.088 -1.579
C -6.825 0.871 4.730 1.297 -0.473 0.142 0.923
C -7.260 1.250 6.093 -1.383 -0.100 0.073 -0.943
O -8.529 1.853 5.901 0.287 0.726 0.529 -0.359
C -8.985 2.252 7.145 -1.549 0.301 1.024 -0.753
N -5.423 0.483 4.929 0.945 -0.207 -1.406 0.650
H -8.745 0.138 4.149 -0.009 -0.210 -0.245 0.473
H -7.603 -1.127 4.711 -0.230 0.292 0.199 0.287
H -7.375 -0.516 3.137 -0.201 0.477 -0.172 0.204
H -6.895 1.788 4.139 0.198 -0.014 -0.111 0.066
H -6.535 1.907 6.578 -0.073 0.251 -0.107 0.500
H -7.426 0.389 6.760 0.386 -0.176 -0.141 0.492
H -8.359 2.989 7.672 0.315 -0.282 -0.239 0.288
H -9.140 1.368 7.786 0.220 0.194 0.132 0.309
H -9.970 2.731 7.074 0.128 -0.118 -0.357 0.266
H -5.282 -0.532 4.897 -0.411 0.152 0.249 -0.243
H -4.837 0.779 4.132 -0.348 0.001 0.381 -0.674
C -3.495 -1.959 7.203 -0.249 0.405 0.266 -1.468
C -2.597 -1.460 6.075 0.666 0.390 -0.111 0.318
C -3.051 -2.195 4.786 -0.481 0.119 0.681 0.010
O -4.499 -2.398 4.752 1.214 0.274 -0.559 -0.543
C -4.820 -2.846 3.439 -0.420 -0.712 0.979 -0.396
N -2.572 0.032 6.067 -0.522 -0.479 -0.441 -0.371
H -4.478 -1.479 7.134 0.106 -0.053 -0.162 0.232
H -3.154 -1.760 8.220 0.396 0.044 -0.186 0.340
H -3.670 -3.018 7.079 0.012 -0.335 0.140 0.412
H -1.526 -1.747 6.253 -0.869 -0.110 -0.186 0.392
H -2.591 -3.185 4.784 0.080 -0.143 -0.040 0.576
H -2.735 -1.701 3.866 0.061 0.208 0.018 -0.350
H -4.326 -3.809 3.241 0.562 0.517 -0.383 0.350
H -4.636 -2.046 2.722 0.127 -0.326 -0.322 -0.136
H -5.856 -3.155 3.459 -0.573 0.466 -0.083 0.374
H -2.223 0.400 5.168 -0.107 -0.450 0.506 -0.188
H -3.543 0.347 6.136 0.225 0.103 -0.117 0.410
C 5.083 -0.017 2.435 0.569 0.713 -0.407 -0.015
C 6.016 -1.221 2.608 -1.161 -0.057 0.405 -0.038
C 5.574 -1.926 3.918 1.068 0.698 -0.153 -1.186
O 4.336 -2.486 3.682 -0.901 -1.244 0.491 0.409
C 3.772 -3.128 4.830 -0.264 -0.087 -0.920 -0.840
N 5.877 -2.109 1.432 -0.065 0.506 0.497 -0.178
H 4.050 -0.358 2.361 0.018 -0.016 0.124 -0.329
H 5.309 0.532 1.500 -0.066 -0.203 0.382 -0.429
H 5.162 0.698 3.286 -0.019 -0.512 -0.521 0.472
H 7.060 -0.934 2.678 0.166 0.212 0.140 0.523
H 5.430 -1.232 4.750 0.487 0.472 0.065 0.420
H 6.381 -2.614 4.221 -0.419 -0.460 -0.023 0.408
H 3.700 -2.487 5.702 -0.388 0.679 -0.039 0.340
H 4.362 -3.950 5.188 0.683 -0.715 -0.175 0.334
H 2.815 -3.544 4.493 0.108 0.341 0.342 0.094
H 6.267 -3.019 1.672 -0.232 0.084 -0.226 0.296
H 4.873 -2.207 1.277 0.315 -0.338 0.027 -0.129
C 1.721 0.706 1.197 0.179 0.366 1.262 -1.293
C 0.263 1.043 1.067 -1.143 -1.174 -0.459 3.438
C -0.371 0.517 -0.221 0.556 0.114 0.104 -0.670
O 0.330 1.165 -1.273 -0.666 -1.343 0.017 1.707
C -0.367 1.063 -2.487 0.180 1.679 -0.733 -0.045
N -0.491 0.383 2.151 0.178 0.635 0.396 1.840
H 2.015 1.216 2.127 0.309 -0.201 -0.057 0.288
H 2.347 1.112 0.415 -0.060 -0.021 -0.242 -0.231
H 1.893 -0.358 1.356 -0.032 -0.159 -0.267 0.120
H 0.216 2.133 1.035 -0.439 0.251 0.155 -1.493
H -1.454 0.727 -0.265 0.144 0.312 0.045 -0.593
H -0.306 -0.587 -0.305 0.269 0.337 0.107 0.429
H -1.326 1.604 -2.359 0.261 0.074 -0.455 0.094
H -0.637 0.112 -2.951 0.432 -0.667 0.676 0.445
H 0.317 1.561 -3.194 -0.730 0.024 -0.066 -0.639
H -0.063 0.576 3.054 0.095 -0.174 0.094 -0.318
H -1.446 0.727 2.247 0.467 0.163 -0.325 -1.630
```
Forces are in eV/Å.

Calculated values
ΔE to the lowest compared entry with this formula, charge and spin   0.509 eV
Energy   -125816.369 eV
2S+1   1